Entry 1:
5 unconnected molecules or ions with the total composition H10O5, computed with ωB97M-V/def2-TZVPD.

The value obtained for the energy above the lowest of the compared OMol25 structures with the same formula, charge and spin is 0.835 eV. As for the LUMO energy: 0.14 eV. As for the spin multiplicity: 1.

```
15
H10O5, DFT ωB97M-V/def2-TZVPD
O 0.371 -0.134 -0.251
H -0.534 0.124 -0.075
H 0.540 -0.849 0.362
O 0.613 -2.511 1.328
H -0.203 -3.001 1.429
H 0.825 -2.212 2.212
O -2.093 0.259 1.585
H -1.725 0.037 2.440
H -2.618 1.043 1.746
O 1.641 -0.168 -2.896
H 0.833 -0.449 -3.327
H 1.389 -0.024 -1.984
O -0.067 2.671 -0.832
H 0.595 3.358 -0.911
H 0.434 1.855 -0.826
```



Entry 2:
A single C3H7NO molecule in a non-equilibrium geometry, computed with ωB97M-V/def2-TZVPD.

The value obtained for the energy above the lowest of the compared OMol25 structures with the same formula, charge and spin is 3.018 eV. As for the LUMO energy: 0.84 eV. As for the spin multiplicity: 1.

```
12
C3H7NO, DFT ωB97M-V/def2-TZVPD
C 1.170 0.506 -1.195
C -0.227 -1.468 -0.431
C -0.183 0.689 0.821
H 1.153 1.774 -1.306
H 2.020 -0.062 -1.081
H 1.093 0.114 -2.177
H -0.510 -1.735 -1.331
H 0.806 -1.990 -0.045
H -1.190 -1.467 0.318
H 0.643 1.282 1.001
N 0.033 0.033 -0.421
O -1.101 0.436 1.550
```



Entry 3:
4 unconnected molecules or ions with the total composition H7O3S in a non-equilibrium geometry, computed with ωB97M-V/def2-TZVPD.

The value obtained for the energy above the lowest of the compared OMol25 structures with the same formula, charge and spin is 0.068 eV. The net charge is -1. As for the LUMO energy: 4.01 eV. As for the spin multiplicity: 1.

```
11
H7O3S, DFT ωB97M-V/def2-TZVPD
S -0.454 0.265 -1.858
H -0.246 -0.995 -2.279
H -0.416 1.285 0.447
H -0.612 0.300 1.531
O -0.297 1.201 1.402
H -2.034 -1.853 0.377
H -0.887 -0.977 -0.148
O -1.184 -1.504 0.651
H 1.855 1.052 0.636
H 1.833 0.528 -0.749
O 2.443 0.699 -0.009
```



Entry 4:
A molecular structure, H34O17Tl in a non-equilibrium geometry, computed with ωB97M-V/def2-TZVPD.

The value obtained for the energy above the lowest of the compared OMol25 structures with the same formula, charge and spin is 0.792 eV. The net charge is +3. As for the LUMO energy: -15.43 eV. As for the spin multiplicity: 1.

```
52
H34O17Tl, DFT ωB97M-V/def2-TZVPD
Tl 0.115 -0.511 0.044
O -2.432 0.165 1.740
H -3.195 0.709 1.543
H -2.322 0.240 2.687
O 2.826 0.956 0.004
H 3.365 0.953 -0.787
H 3.356 1.416 0.655
O 0.925 0.078 2.878
H 1.074 0.894 3.355
H 0.716 -0.563 3.557
O -2.263 0.402 4.284
H -2.847 1.027 4.713
H -1.926 -0.140 4.997
O -0.181 2.437 1.135
H -0.502 2.795 1.963
H -0.027 3.205 0.585
O 4.756 -0.203 -1.670
H 4.999 -0.134 -2.593
H 5.518 -0.602 -1.250
O 1.979 -0.622 -2.388
H 1.816 -1.274 -3.070
H 2.931 -0.605 -2.295
O 0.209 1.828 -1.658
H 0.836 2.471 -1.327
H 0.063 2.082 -2.569
O 3.144 -1.702 1.218
H 3.847 -1.426 0.630
H 3.544 -1.701 2.088
O -2.543 0.277 -1.142
H -2.676 1.193 -0.899
H -2.978 0.188 -1.990
O 1.907 3.905 -0.501
H 2.201 4.710 -0.926
H 2.653 3.628 0.030
O -2.782 2.783 -1.911
H -3.503 2.605 -2.515
H -2.051 3.033 -2.477
O -0.100 -2.622 2.358
H -0.807 -3.210 2.625
H 0.621 -2.828 2.953
O 1.355 -2.975 -0.772
H 1.187 -3.908 -0.644
H 2.203 -2.941 -1.214
O -0.972 -1.611 -2.678
H -1.820 -2.046 -2.766
H -0.457 -1.936 -3.417
O -1.783 -2.950 -0.217
H -1.769 -3.443 0.604
H -2.221 -3.532 -0.838
O -5.286 -0.031 -0.347
H -6.083 -0.039 -0.876
H -4.619 -0.423 -0.912
```



Repeat the first record exactly.
5 unconnected molecules or ions with the total composition H10O5, computed with ωB97M-V/def2-TZVPD.

The value obtained for the energy above the lowest of the compared OMol25 structures with the same formula, charge and spin is 0.835 eV. As for the LUMO energy: 0.14 eV. As for the spin multiplicity: 1.

```
15
H10O5, DFT ωB97M-V/def2-TZVPD
O 0.371 -0.134 -0.251
H -0.534 0.124 -0.075
H 0.540 -0.849 0.362
O 0.613 -2.511 1.328
H -0.203 -3.001 1.429
H 0.825 -2.212 2.212
O -2.093 0.259 1.585
H -1.725 0.037 2.440
H -2.618 1.043 1.746
O 1.641 -0.168 -2.896
H 0.833 -0.449 -3.327
H 1.389 -0.024 -1.984
O -0.067 2.671 -0.832
H 0.595 3.358 -0.911
H 0.434 1.855 -0.826
```



Please write out number 4 again, unchanged.
A molecular structure, H34O17Tl in a non-equilibrium geometry, computed with ωB97M-V/def2-TZVPD.

The value obtained for the energy above the lowest of the compared OMol25 structures with the same formula, charge and spin is 0.792 eV. The net charge is +3. As for the LUMO energy: -15.43 eV. As for the spin multiplicity: 1.

```
52
H34O17Tl, DFT ωB97M-V/def2-TZVPD
Tl 0.115 -0.511 0.044
O -2.432 0.165 1.740
H -3.195 0.709 1.543
H -2.322 0.240 2.687
O 2.826 0.956 0.004
H 3.365 0.953 -0.787
H 3.356 1.416 0.655
O 0.925 0.078 2.878
H 1.074 0.894 3.355
H 0.716 -0.563 3.557
O -2.263 0.402 4.284
H -2.847 1.027 4.713
H -1.926 -0.140 4.997
O -0.181 2.437 1.135
H -0.502 2.795 1.963
H -0.027 3.205 0.585
O 4.756 -0.203 -1.670
H 4.999 -0.134 -2.593
H 5.518 -0.602 -1.250
O 1.979 -0.622 -2.388
H 1.816 -1.274 -3.070
H 2.931 -0.605 -2.295
O 0.209 1.828 -1.658
H 0.836 2.471 -1.327
H 0.063 2.082 -2.569
O 3.144 -1.702 1.218
H 3.847 -1.426 0.630
H 3.544 -1.701 2.088
O -2.543 0.277 -1.142
H -2.676 1.193 -0.899
H -2.978 0.188 -1.990
O 1.907 3.905 -0.501
H 2.201 4.710 -0.926
H 2.653 3.628 0.030
O -2.782 2.783 -1.911
H -3.503 2.605 -2.515
H -2.051 3.033 -2.477
O -0.100 -2.622 2.358
H -0.807 -3.210 2.625
H 0.621 -2.828 2.953
O 1.355 -2.975 -0.772
H 1.187 -3.908 -0.644
H 2.203 -2.941 -1.214
O -0.972 -1.611 -2.678
H -1.820 -2.046 -2.766
H -0.457 -1.936 -3.417
O -1.783 -2.950 -0.217
H -1.769 -3.443 0.604
H -2.221 -3.532 -0.838
O -5.286 -0.031 -0.347
H -6.083 -0.039 -0.876
H -4.619 -0.423 -0.912
```